1.
C37H41N4 | the ωB97M-V functional and the def2-TZVPD basis

Atoms and positions in Å:
C: -3.825 -1.754 2.754
C: -3.046 -2.413 3.714
C: -2.046 -1.716 4.386
C: -1.807 -0.377 4.092
C: -0.673 0.325 4.806
N: 0.131 1.141 3.907
C: 0.006 2.585 3.933
C: 1.239 3.030 3.168
N: 1.958 1.791 2.822
C: 1.274 0.755 3.265
C: 1.519 -0.708 3.163
C: 1.992 -1.412 4.287
C: 1.692 -2.769 4.401
C: 1.008 -3.415 3.362
C: 0.717 -2.747 2.166
C: 1.018 -1.390 2.044
C: -2.585 0.291 3.142
C: -3.597 -0.405 2.478
H: -4.584 -2.306 2.202
H: -3.217 -3.460 3.941
H: -1.421 -2.212 5.129
H: -1.069 1.019 5.568
H: -0.020 -0.404 5.301
H: -0.912 2.927 3.432
H: -0.003 2.938 4.971
H: 0.981 3.584 2.243
H: 1.892 3.697 3.765
H: 2.556 -0.884 5.062
H: 1.982 -3.323 5.298
H: 0.707 -4.457 3.481
H: 0.249 -3.278 1.335
H: 0.835 -0.844 1.116
H: -2.392 1.341 2.924
H: -4.204 0.119 1.739
C: 4.886 5.035 -4.505
N: 3.841 5.368 -3.566
C: 2.592 5.675 -4.215
C: 1.608 6.283 -3.238
C: 1.421 5.367 -2.028
C: 2.702 4.787 -1.500
C: 3.897 4.990 -2.256
C: 5.147 4.680 -1.651
C: 5.205 4.057 -0.427
C: 4.013 3.584 0.220
C: 4.036 2.772 1.377
C: 5.197 2.401 2.109
C: 5.322 2.525 3.528
C: 6.541 2.355 4.179
C: 7.695 1.986 3.422
N: 8.885 1.741 4.037
C: 10.009 1.237 3.279
C: 9.012 1.629 5.473
C: 8.122 2.637 6.174
C: 6.678 2.556 5.658
C: 7.553 1.759 2.027
C: 6.341 1.921 1.394
C: 2.765 4.033 -0.342
H: 5.857 4.903 -4.025
H: 4.645 4.115 -5.067
H: 4.961 5.849 -5.238
H: 2.818 6.357 -5.046
H: 2.173 4.759 -4.665
H: 1.986 7.260 -2.917
H: 0.662 6.449 -3.755
H: 0.926 5.940 -1.234
H: 0.741 4.552 -2.312
H: 6.075 4.929 -2.158
H: 6.177 3.889 0.035
H: 3.056 2.385 1.677
H: 4.441 2.853 4.087
H: 10.262 1.918 2.456
H: 10.870 1.179 3.953
H: 9.823 0.236 2.858
H: 8.761 0.604 5.801
H: 10.068 1.794 5.709
H: 8.155 2.435 7.249
H: 8.521 3.646 6.011
H: 6.161 3.482 5.939
H: 6.183 1.731 6.194
H: 8.424 1.461 1.442
H: 6.240 1.717 0.328
H: 1.837 3.763 0.189

Atoms 1-3, force components in eV/Å:
C 0.3 -0.1 0.2
C -0.2 0.3 -0.2
C -0.1 0.0 -0.2

Values from the calculation:
net charge: +1
total energy: -44988.233 eV

Quick look at the Löwdin charges, all values in e: -0.084, -0.074, -0.051, -0.206, -0.095, -0.062, -0.126, -0.174, 0.034, -0.241, -0.153, -0.044, -0.076, -0.083, -0.068, -0.016, -0.032, -0.079, 0.103, 0.104, 0.113, 0.138, 0.112, 0.114, 0.124, 0.100, 0.115, 0.124, 0.111, 0.109, 0.112, 0.122, 0.099, 0.104, -0.029, -0.114, -0.168, -0.159, -0.137, -0.133, -0.124, 0.009, 0.007, -0.178, 0.079, -0.196, 0.044, -0.137, -0.150, -0.132, -0.051, -0.167, -0.162, -0.142, -0.003, -0.038, 0.059, 0.078, 0.111, 0.101, 0.131, 0.142, 0.126, 0.121, 0.127, 0.129, 0.107, 0.114, 0.055, 0.121, 0.095, 0.090, 0.103, 0.139, 0.121, 0.118, 0.122, 0.122, 0.127, 0.101, 0.122, 0.125



2.
C37H42AlAs2N3O | the ωB97M-V functional and the def2-TZVPD basis

Atoms and positions in Å:
Al: 0.276 0.155 -0.098
C: 0.395 3.035 0.242
N: 0.961 1.849 0.934
C: 2.432 1.959 1.014
C: 0.366 1.737 2.275
C: 0.791 2.496 3.351
C: 0.215 2.305 4.597
C: -0.759 1.331 4.752
C: -1.206 0.592 3.669
C: -0.687 0.823 2.393
N: -1.036 0.184 1.203
C: -2.261 -0.429 0.948
C: -3.401 -0.430 1.756
C: -4.542 -1.107 1.354
C: -4.586 -1.786 0.146
C: -3.488 -1.737 -0.695
C: -2.349 -1.057 -0.300
N: -1.199 -0.870 -1.197
C: -0.715 -2.165 -1.728
C: -1.624 0.004 -2.318
H: 0.494 3.927 0.861
H: -0.667 2.868 0.048
H: 0.915 3.196 -0.703
H: 2.743 2.903 1.460
H: 2.846 1.902 0.007
H: 2.825 1.139 1.615
H: 1.574 3.235 3.240
H: 0.536 2.907 5.436
H: -1.174 1.140 5.733
H: -1.941 -0.183 3.827
H: -3.419 0.123 2.681
H: -5.411 -1.099 1.998
H: -5.473 -2.327 -0.151
H: -3.537 -2.226 -1.661
H: -1.416 -2.588 -2.450
H: -0.596 -2.871 -0.910
H: 0.251 -2.023 -2.219
H: -2.556 -0.350 -2.757
H: -0.855 0.016 -3.089
H: -1.786 1.020 -1.949
C: 3.467 -1.195 5.120
C: 4.350 -1.205 4.050
C: 3.874 -1.332 2.752
C: 2.507 -1.452 2.536
C: 1.619 -1.434 3.606
C: 2.101 -1.306 4.898
As: 1.763 -1.686 0.761
C: 3.258 -2.183 -0.338
C: 4.244 -1.348 -0.838
C: 5.270 -1.885 -1.606
C: 5.288 -3.249 -1.872
C: 4.300 -4.086 -1.369
C: 3.276 -3.561 -0.587
C: 2.185 -4.323 0.055
C: 2.019 -5.701 0.021
C: 0.953 -6.289 0.688
C: 0.046 -5.512 1.396
C: 0.204 -4.134 1.451
C: 1.270 -3.554 0.786
H: 3.844 -1.106 6.130
H: 5.415 -1.117 4.220
H: 4.565 -1.352 1.918
H: 0.553 -1.519 3.429
H: 1.408 -1.292 5.730
H: 4.226 -0.291 -0.592
H: 6.061 -1.246 -1.979
H: 6.092 -3.672 -2.458
H: 4.342 -5.144 -1.588
H: 2.725 -6.324 -0.514
H: 0.831 -7.363 0.658
H: -0.790 -5.975 1.904
H: -0.493 -3.523 2.014
C: 2.266 -0.727 -3.955
As: 1.900 0.919 -3.038
C: 3.564 1.861 -2.856
C: 0.723 2.075 -4.027
O: 1.206 0.544 -1.534
H: 2.941 -0.507 -4.782
H: 1.360 -1.187 -4.343
H: 2.761 -1.397 -3.250
H: 3.787 2.278 -3.839
H: 4.356 1.176 -2.567
H: 3.477 2.673 -2.138
H: 1.152 2.192 -5.023
H: 0.687 3.048 -3.540
H: -0.278 1.660 -4.107

Atoms 1-3, force components in eV/Å:
Al -0.6 -0.1 0.5
C -0.1 0.0 -0.1
N 0.0 -0.2 0.1

Values from the calculation:
net charge: +2
energy above the lowest of the compared OMol25 structures with the same formula, charge and spin: 0.000 eV

Quick look at the Löwdin charges, all values in e: 0.020, -0.015, -0.215, -0.036, -0.191, -0.010, -0.057, -0.055, -0.028, -0.207, 0.035, -0.181, -0.004, -0.052, -0.062, -0.021, -0.193, -0.211, -0.031, -0.030, 0.114, 0.106, 0.083, 0.103, 0.064, 0.089, 0.119, 0.115, 0.119, 0.107, 0.100, 0.118, 0.114, 0.120, 0.108, 0.085, 0.078, 0.111, 0.054, 0.112, -0.052, -0.057, -0.094, -0.353, -0.106, -0.053, 1.440, -0.312, -0.130, -0.074, -0.045, 0.006, -0.175, -0.185, 0.001, -0.041, -0.052, -0.084, -0.301, 0.117, 0.115, 0.098, 0.094, 0.116, 0.095, 0.113, 0.119, 0.119, 0.117, 0.119, 0.117, 0.110, -0.153, 1.132, -0.162, -0.158, -0.375, 0.063, 0.053, 0.035, 0.063, 0.040, 0.049, 0.064, 0.058, 0.034